Formula: C8H15BF2IrN2O6P2
Source: OMol25
Level of theory: ωB97M-V with the def2-TZVPD basis set

Positions of all 37 atoms, in Å:
Ir 0.1643 1.7842 0.5806
N 3.9440 1.3862 -1.0322
C 3.0161 0.2811 -0.5661
C 3.6196 -1.0982 -0.7462
P 2.5650 0.7115 1.1880
O 3.8441 0.2368 1.9578
O 2.3667 2.2147 1.1218
O 1.2746 0.0568 1.6341
P 1.4188 0.5674 -1.4724
O 1.8236 0.0460 -2.8993
O 0.2511 -0.1297 -0.8207
O 1.1802 2.0673 -1.4117
H 4.9178 1.1962 -0.7818
H 3.6416 2.2628 -0.5748
H 3.8932 1.5232 -2.0455
H 4.5348 -1.2004 -0.1619
H 3.8331 -1.3102 -1.7937
H 2.9142 -1.8484 -0.3879
H 3.8371 0.2509 2.9309
H 1.1290 -0.0252 -3.5760
F -1.1230 4.1953 2.0082
B -1.3364 2.9419 1.7105
F -2.4134 2.3808 2.2197
N -1.5556 -1.7425 1.2089
C -2.7146 -1.4766 0.6298
C -2.9595 -0.2181 -0.0116
C -4.1534 0.0136 -0.6260
C -5.1491 -0.9821 -0.6319
C -4.9286 -2.2204 -0.0073
C -3.7476 -2.4687 0.6281
H -1.4139 -2.6263 1.6778
H -0.7619 -1.1160 1.1488
H -2.1897 0.5551 0.0148
H -4.3453 0.9657 -1.1009
H -6.0984 -0.7896 -1.1131
H -5.7053 -2.9721 -0.0280
H -3.5734 -3.4130 1.1292

Atoms 1-6, force components in eV/Å:
Ir 0.3 0.3 0.2
N 0.0 0.1 0.1
C -0.6 -0.1 0.3
C 0.1 -0.1 -0.1
P 0.6 -0.2 0.5
O 0.0 0.0 0.1

Calculated values
Relative energy (zero: lowest compared OMol25 entry of this formula, charge and spin) (eV): 0.000
Net charge: +2
HOMO-LUMO gap (spin up / spin down) (eV): 10.1 / 7.3
2S+1: 6
E_tot (eV): -51321.476

Atomic charges from the natural (NBO) analysis, expressed in e, are listed below: number 1, Ir, carries 1.24; number 2, N, carries -0.69; number 3, C, carries -0.60; number 4, C, carries -0.65; number 5, P, carries 2.34; number 6, O, carries -0.98; number 7, O, carries -1.07; number 8, O, carries -1.07; number 9, P, carries 2.33; number 10, O, carries -0.98; number 11, O, carries -1.08; number 12, O, carries -1.07; number 13, H, carries 0.45; number 14, H, carries 0.49; number 15, H, carries 0.46; number 16, H, carries 0.25; number 17, H, carries 0.25; number 18, H, carries 0.26; number 19, H, carries 0.56; number 20, H, carries 0.55; number 21, F, carries -0.45; number 22, B, carries 0.97; number 23, F, carries -0.47; number 24, N, carries -0.59; number 25, C, carries 0.24; number 26, C, carries -0.12; number 27, C, carries -0.21; number 28, C, carries -0.04; number 29, C, carries -0.19; number 30, C, carries -0.17; number 31, H, carries 0.43; number 32, H, carries 0.44; number 33, H, carries 0.19; number 34, H, carries 0.25; number 35, H, carries 0.25; number 36, H, carries 0.26; number 37, H, carries 0.24


Formula: C14H23BMnN6O
Source: OMol25
Level of theory: ωB97M-V with the def2-TZVPD basis set

Positions of all 46 atoms, in Å:
H -2.8252 -1.3222 0.8833
N -1.2638 -1.4431 -0.5351
B 0.3087 -2.1616 -2.4781
N -1.0099 -2.2239 -1.6207
C -2.0300 -3.1055 -1.7674
Mn 0.0000 0.0000 0.0000
H -2.0086 -3.8259 -2.5836
C -2.9652 -2.8907 -0.7542
H -3.8990 -3.4250 -0.5874
C -2.4396 -1.8310 0.0017
H 0.1232 -2.8660 -3.4478
C 2.6328 1.6663 2.3501
H 2.6521 2.4045 3.1625
H 2.6533 2.3366 1.3876
H 3.5744 1.1039 2.2687
N 1.5205 -2.6828 -1.6867
N 0.5273 -0.6985 -2.9376
N 1.9186 -2.1418 -0.5038
N 0.4483 0.3455 -2.0769
C 2.2859 -3.7688 -2.0078
C 0.8397 -0.2460 -4.1787
H 2.1088 -4.3226 -2.9301
H 0.9445 -0.9451 -5.0073
C 3.2201 -3.9469 -0.9935
C 0.9690 1.1415 -4.1219
C 2.9400 -2.8993 -0.0826
C 0.7075 1.4655 -2.7770
H 3.9940 -4.7118 -0.9291
H 1.2064 1.8210 -4.9390
H 3.4410 -2.6586 0.8579
H 0.6786 2.4377 -2.2844
H 1.7972 0.9564 2.4961
C -1.5441 3.5813 1.4833
C -1.3442 2.2416 2.2056
C -0.4472 2.4399 3.4291
C -2.7042 1.6909 2.6587
O -0.7861 1.3109 1.2899
H -2.0078 4.3305 2.1612
H -2.2026 3.4487 0.5980
H -0.5675 3.9773 1.1313
H -0.9354 3.1166 4.1635
H -0.2389 1.4685 3.9263
H 0.4957 2.9247 3.1287
H -3.3708 1.5389 1.7823
H -2.5732 0.7113 3.1670
H -3.2018 2.3927 3.3627

Atoms 1-6, force components in eV/Å:
H 0.1 -0.2 -0.3
N -1.1 -1.3 -0.1
B -0.3 -0.1 0.0
N -0.8 -0.4 0.4
C 0.3 0.4 0.2
Mn 0.3 1.9 1.3

Calculated values
HOMO-LUMO gap (spin up / spin down) (eV): 9.0 / 9.1
2S+1: 6
E_tot (eV): -57878.269

Atomic charges from the natural (NBO) analysis, expressed in e, are listed below: number 1, H, carries 0.23; number 2, N, carries -0.48; number 3, B, carries 0.55; number 4, N, carries -0.30; number 5, C, carries 0.01; number 6, Mn, carries 1.64; number 7, H, carries 0.23; number 8, C, carries -0.35; number 9, H, carries 0.24; number 10, C, carries -0.01; number 11, H, carries -0.04; number 12, C, carries -0.87; number 13, H, carries 0.22; number 14, H, carries 0.21; number 15, H, carries 0.21; number 16, N, carries -0.36; number 17, N, carries -0.32; number 18, N, carries -0.34; number 19, N, carries -0.45; number 20, C, carries -0.02; number 21, C, carries 0.01; number 22, H, carries 0.22; number 23, H, carries 0.23; number 24, C, carries -0.36; number 25, C, carries -0.35; number 26, C, carries -0.04; number 27, C, carries -0.02; number 28, H, carries 0.23; number 29, H, carries 0.24; number 30, H, carries 0.21; number 31, H, carries 0.22; number 32, H, carries 0.22; number 33, C, carries -0.62; number 34, C, carries 0.25; number 35, C, carries -0.62; number 36, C, carries -0.62; number 37, O, carries -1.06; number 38, H, carries 0.20; number 39, H, carries 0.21; number 40, H, carries 0.20; number 41, H, carries 0.20; number 42, H, carries 0.21; number 43, H, carries 0.21; number 44, H, carries 0.21; number 45, H, carries 0.20; number 46, H, carries 0.20


Formula: C3H7NO3
Source: OMol25
Level of theory: ωB97M-V with the def2-TZVPD basis set

Positions of all 14 atoms, in Å:
H -0.9005 -0.3222 -1.8558
N -0.2196 0.0629 -1.2068
C 0.7365 -0.7217 -0.8887
C 1.8437 -0.2570 -0.0115
H 0.9159 -1.6677 -1.4137
H 2.1130 -1.0427 0.6925
H 1.5458 0.6408 0.5223
H 2.7175 -0.0437 -0.6297
O -0.6818 1.5888 1.0949
C -1.2680 0.6521 0.6154
O -2.4812 0.7344 0.0434
O -1.1055 -0.6752 1.1776
H -2.6807 1.6710 -0.0974
H -0.5350 -0.6198 1.9575

Atoms 1-6, force components in eV/Å:
H 0.2 -0.2 -0.1
N 0.6 -0.7 0.1
C 0.1 0.9 -1.7
C -0.3 -0.1 0.4
H -0.3 -0.1 0.2
H 0.1 0.0 0.1

Calculated values
Relative energy (zero: lowest compared OMol25 entry of this formula, charge and spin) (eV): 1.985
HOMO-LUMO gap (eV): 10.9
E_tot (eV): -10856.383

Atomic charges from the natural (NBO) analysis, expressed in e, are listed below: number 1, H, carries 0.36; number 2, N, carries -0.65; number 3, C, carries 0.21; number 4, C, carries -0.70; number 5, H, carries 0.16; number 6, H, carries 0.22; number 7, H, carries 0.25; number 8, H, carries 0.24; number 9, O, carries -0.66; number 10, C, carries 1.01; number 11, O, carries -0.69; number 12, O, carries -0.75; number 13, H, carries 0.50; number 14, H, carries 0.49


Formula: C3H10CsN2O7PS2
Source: OMol25
Level of theory: ωB97M-V with the def2-TZVPD basis set

Positions of all 26 atoms, in Å:
C 2.7772 1.1702 0.3712
C 1.9132 0.1279 -0.3486
O 2.1961 -1.2129 0.0049
C 1.0253 -1.9123 0.3754
S -0.1839 -2.0920 -0.9575
O 0.3991 -3.0053 -1.8772
O -1.4027 -2.5063 -0.3383
N -0.1893 -0.6179 -1.5910
S -1.4174 0.3489 -1.4151
O -2.5572 0.0723 -2.2017
O -0.8863 1.7035 -1.5814
P -2.1678 0.5653 0.6306
N -3.4996 -0.1352 0.8925
O -0.9733 0.1488 1.6332
O -2.2312 2.1613 0.7386
H 3.6365 1.3948 -0.2551
H 2.1714 2.1202 0.3932
H 3.1002 0.8719 1.3621
H 0.8569 0.3046 -0.2183
H 2.0800 0.2191 -1.4198
H 0.5336 -1.4540 1.2309
H 1.3089 -2.9202 0.6623
H -3.4367 -0.8242 1.6326
H -1.3755 -0.1403 2.4681
H -2.2993 2.5193 -0.1697
Cs 0.6219 3.0923 -0.0218

Atoms 1-6, force components in eV/Å:
C -0.2 0.3 -0.5
C 1.0 0.5 0.2
O -0.3 0.0 0.2
C 0.3 0.0 0.2
S 0.8 -0.7 0.1
O 0.5 -0.2 -0.8

Calculated values
HOMO-LUMO gap (eV): 8.2
E_tot (eV): -52090.487

Atomic charges from the Mulliken analysis, expressed in e, are listed below: number 1, C, carries -0.76; number 2, C, carries 0.80; number 3, O, carries -0.47; number 4, C, carries -0.47; number 5, S, carries 1.08; number 6, O, carries -0.66; number 7, O, carries -0.59; number 8, N, carries -0.42; number 9, S, carries 0.99; number 10, O, carries -0.67; number 11, O, carries -0.79; number 12, P, carries 0.81; number 13, N, carries -0.70; number 14, O, carries -0.49; number 15, O, carries -0.53; number 16, H, carries 0.41; number 17, H, carries -0.25; number 18, H, carries 0.36; number 19, H, carries -0.79; number 20, H, carries 0.38; number 21, H, carries 0.32; number 22, H, carries 0.43; number 23, H, carries 0.21; number 24, H, carries 0.30; number 25, H, carries 0.39; number 26, Cs, carries 1.11